{
  "formula": "C23H29N3O2",
  "method": "ωB97M-V with the def2-TZVPD basis set",
  "elements": ["C", "C", "C", "C", "C", "C", "O", "C", "C", "C", "N", "C", "C", "C", "N", "C", "O", "C", "C", "C", "N", "C", "C", "C", "C", "C", "C", "C", "H", "H", "H", "H", "H", "H", "H", "H", "H", "H", "H", "H", "H", "H", "H", "H", "H", "H", "H", "H", "H", "H", "H", "H", "H", "H", "H", "H", "H"],
  "xyz": [[-0.240, 0.626, -7.619], [0.497, 0.017, -6.463], [1.812, -0.400, -6.592], [2.479, -0.945, -5.507], [1.845, -1.078, -4.291], [0.521, -0.661, -4.147], [-0.021, -0.836, -2.908], [-1.348, -0.421, -2.676], [-1.674, -0.714, -1.216], [-0.815, 0.143, -0.279], [-0.983, -0.255, 1.090], [-1.776, 0.293, 2.057], [-2.589, 1.527, 1.877], [-1.706, 2.787, 1.961], [-0.804, 2.749, 3.085], [0.483, 2.340, 2.935], [0.972, 2.128, 1.845], [1.249, 2.215, 4.246], [2.719, 2.556, 4.023], [1.092, 0.782, 4.759], [-1.723, -0.347, 3.193], [-0.858, -1.393, 2.993], [-0.431, -2.393, 3.859], [0.467, -3.319, 3.371], [0.938, -3.262, 2.058], [0.525, -2.280, 1.181], [-0.379, -1.347, 1.665], [-0.144, -0.116, -5.236], [0.283, 0.439, -8.554], [-0.322, 1.705, -7.484], [-1.247, 0.221, -7.692], [2.316, -0.300, -7.542], [3.504, -1.270, -5.613], [2.349, -1.500, -3.436], [-2.040, -0.971, -3.330], [-1.453, 0.655, -2.879], [-1.476, -1.768, -1.018], [-2.734, -0.523, -1.037], [-1.075, 1.197, -0.386], [0.238, 0.024, -0.545], [-3.324, 1.544, 2.683], [-3.115, 1.516, 0.921], [-1.072, 2.873, 1.076], [-2.340, 3.676, 2.035], [-1.217, 2.723, 4.004], [0.817, 2.908, 4.976], [3.292, 2.381, 4.931], [3.119, 1.936, 3.226], [2.830, 3.598, 3.733], [1.600, 0.667, 5.714], [1.527, 0.082, 4.049], [0.042, 0.525, 4.887], [-0.793, -2.433, 4.874], [0.820, -4.108, 4.018], [1.644, -4.008, 1.722], [0.894, -2.239, 0.168], [-1.169, 0.213, -5.151]],
  "lowdin_charge": [-0.051, -0.280, -0.064, -0.079, -0.014, -0.257, -0.051, -0.211, -0.124, -0.123, 0.028, -0.308, -0.085, -0.168, 0.067, -0.482, 0.071, -0.341, -0.065, -0.057, 0.167, -0.246, -0.028, -0.101, -0.096, -0.013, -0.160, 0.012, 0.074, 0.084, 0.079, 0.106, 0.104, 0.114, 0.132, 0.133, 0.121, 0.121, 0.123, 0.136, 0.118, 0.113, 0.109, 0.119, 0.145, 0.135, 0.077, 0.081, 0.081, 0.081, 0.088, 0.062, 0.110, 0.097, 0.098, 0.108, 0.109],
  "spin_multiplicity": 1,
  "homo_energy_ev": -8.3,
  "mol_weight_g_mol": 379.504,
  "de_lowest_kj_mol": 66.53,
  "gap_ev": 8.9
}